No. 1
Molecular formula: C29H61IN2O10P
Method: DFT, the ωB97M-V functional and the def2-TZVPD basis

XYZ file:
```
104
C29H61IN2O10P (the ωB97M-V functional and the def2-TZVPD basis)
C -3.33769 -2.33649 2.22258
C -3.52184 -1.05789 3.09210
H -2.69887 3.57551 6.83347
H 1.17837 -4.93164 2.67779
C 1.88600 1.64147 7.98617
C 7.19181 5.84978 -8.86509
H -4.84123 -5.30081 2.87729
C 0.49999 1.20497 1.31017
C -3.97693 -2.27996 0.80555
H 7.04542 6.92721 -8.77594
C 3.38661 -1.14331 -2.50830
H -1.57838 -4.76188 2.25270
H -0.96035 3.78440 6.50020
H -0.22568 3.78547 3.93426
H 6.58235 6.96627 -11.39763
C 6.40764 5.31609 -10.03982
H 3.51013 -3.01705 -3.54619
H 1.73499 1.32859 -7.19351
C -5.37699 -2.91445 0.56376
N -4.50254 -4.58147 2.23941
O 2.88948 -0.84881 -1.44216
H -1.30558 5.16729 3.63206
H 1.01543 1.52100 8.63320
C 6.74491 5.88742 -11.39523
N -8.08998 -2.87385 0.87085
H 2.26245 1.15612 2.52939
C 3.81858 1.61189 -6.76888
H -1.99957 -4.25574 0.62236
C 2.65185 0.73806 -7.16771
H -3.80939 -5.03024 1.63848
H -4.74069 -3.12866 3.68357
H -7.18418 -1.63182 -1.43254
H -1.60245 -0.28923 3.77156
H -0.04289 -0.01561 6.72775
C -2.17975 3.55861 4.75905
H 6.86053 5.36465 -7.95049
O -7.02220 -1.01370 -0.70877
H -3.15770 -3.88452 3.72074
H -0.39639 -0.45545 0.32073
O 4.47843 1.37040 -5.78211
C 4.61789 -0.46572 -3.03455
C -1.42097 -3.97309 1.50701
P -6.93917 -1.87701 0.61050
H 1.58986 2.77647 2.26739
H 0.23634 -3.15901 0.43493
H 1.56326 -0.65683 6.34943
C -2.38222 -0.04292 3.05480
C 4.11714 2.78741 -7.65845
C -1.82674 -2.60242 2.05549
H 0.62149 0.17265 5.08777
H 1.03709 -0.87904 1.29231
H 8.25646 5.66010 -9.00881
H 2.31447 2.62846 8.13795
H -3.60604 -1.39239 4.12945
C 0.99623 -3.91796 2.31259
H 2.47960 -3.42822 1.13697
H 3.25414 3.45366 -7.70193
H -6.48546 -3.89998 2.19922
O -3.04507 2.76028 4.46998
H -4.46386 -0.56710 2.85471
H -2.07944 5.12311 6.21731
C 1.48433 1.48045 6.54089
H 4.97196 3.33293 -7.27144
H -5.09616 -2.78231 -1.36565
H -1.39831 -2.51160 3.05119
C 0.60000 -0.13304 0.62550
O -6.75963 -0.77126 1.72417
H -8.83600 -2.83783 0.19154
C -1.97007 4.03887 6.17233
H 1.24829 -0.05996 -0.25110
H -6.05370 -4.90002 0.84830
H 7.79353 5.69921 -11.63032
H -6.66691 -1.17839 2.58819
O 5.55237 4.47296 -9.90163
H 4.40523 0.01676 -3.99275
C 0.05875 -3.99764 1.11011
I -3.82719 -0.33568 -0.08729
H 6.11705 5.42639 -12.15299
O -5.34948 -3.47904 -0.74831
H 2.62152 0.88281 8.25770
H 5.41061 -1.20025 -3.18882
H 2.53799 -0.07442 -6.45352
C -3.92005 -3.48051 3.06135
C 1.79040 1.81594 1.79988
H 1.89892 -2.63191 -2.89698
H 2.81943 0.32286 -8.16228
H 4.34174 2.45439 -8.67106
O 2.22568 -3.27061 2.04496
C -5.69787 -4.09211 1.47996
H 4.95448 0.28271 -2.32162
H -3.33049 -2.85724 0.15342
H 0.53661 -3.34476 3.11463
O 1.64568 2.36282 5.73216
H -1.95773 0.08671 2.06833
C -1.25068 4.07871 3.69613
H 0.26943 -4.91161 0.55591
C 2.78340 -2.22081 -3.37937
H -1.52101 3.64305 2.74033
H 2.50567 -1.80362 -4.34817
H -1.39514 -1.84774 1.40387
C 0.86572 0.15775 6.14810
O -0.56032 1.77246 1.46027
H 2.47546 1.95540 0.96230
H -2.75229 0.93618 3.34692
```

Computed properties:
- frontier orbital gap (eV) = 7.9
- LUMO level (eV) = -2.881
- total charge = +1

=====

No. 2
Molecular formula: C29H56ClPSiSn
Method: DFT, the ωB97M-V functional and the def2-TZVPD basis

XYZ file:
```
89
C29H56ClPSiSn (the ωB97M-V functional and the def2-TZVPD basis)
C 0.56265 4.90959 -0.89993
C 1.53676 -3.31501 -2.25043
C 3.63572 0.13231 0.24759
C -0.69238 4.14279 -0.47676
H -1.27236 -2.84216 3.12015
H 5.53172 0.42879 3.15795
H 3.78539 1.13367 -0.18667
H -5.19461 -0.68450 -4.14226
H -2.83836 1.26347 -1.44821
H 1.30463 1.01954 2.67977
H -0.02170 -1.11559 -1.92639
C 1.82381 -1.39699 -3.89526
H 2.40646 4.60684 -1.98858
C -0.61053 -0.81700 3.17689
H -1.48192 0.28645 -2.09206
H 4.64813 -1.21964 1.57458
P 0.75475 0.21093 -0.11658
H -1.98363 1.68600 4.79548
H 0.79945 -1.48104 -4.28813
C 2.30942 -2.78330 -3.46007
H 3.65552 -0.57532 -0.59087
C 3.40006 0.76452 3.13635
H 2.15813 -0.94125 1.37467
H -3.35880 -1.52560 3.14322
C 2.28273 0.08229 0.97199
H 2.21199 -3.48545 -4.29448
Sn -1.98154 -0.44647 0.49351
H 3.38027 -2.73269 -3.21650
C -1.33587 -1.97448 3.77847
H -1.25804 2.24759 0.43280
H -2.98161 1.31045 3.40195
C -1.44162 -2.47871 0.44583
Si -3.64021 -1.02059 -2.21941
H 2.45997 -1.01073 -4.69877
H -3.91490 -0.06183 5.11438
H -4.56034 -2.17461 -0.16655
H 1.96985 -4.26361 -1.91113
H 3.20984 -0.21806 3.59262
H 1.40559 0.56731 -3.06591
H 2.55376 -2.20765 -0.69441
C -2.80178 -1.62188 4.08703
H 0.98415 3.84848 -2.72323
H 5.72962 -0.11337 0.70612
H -1.46809 -3.00120 -0.51542
C 2.26198 1.06499 2.14816
C -2.42462 0.24182 -1.52150
H 0.90756 -2.69785 -0.26532
H -3.68133 0.23799 -4.34101
C 1.53300 -2.31917 -1.08564
H -0.85606 -2.92816 1.25326
C -0.33571 2.78626 0.16782
H -2.34001 -0.42591 5.80728
C -4.44610 -0.07710 -3.61860
C -2.87657 -0.30051 4.85721
H 0.27526 5.81770 -1.43622
H -1.32097 3.95339 -1.35991
C 1.48806 4.05678 -1.76960
H -3.27308 -2.42738 4.66424
H 2.36217 2.09850 1.78091
H -0.00074 1.77596 -1.70036
H 0.30794 -1.03558 2.62501
H -1.97543 -2.32712 -3.55987
C -1.05833 0.46332 3.28758
H -0.55362 1.26881 2.74071
C 4.76449 0.74247 2.44534
H -0.84485 -2.27718 4.71944
H 1.10072 5.23378 0.00057
H -5.62322 -2.31261 -1.58197
H 2.85521 -0.19930 -2.40920
C -2.81426 -2.56672 -2.89280
Cl -4.09452 0.48305 1.33804
H 2.47980 2.11960 -1.77482
C 4.77168 -0.18345 1.23091
H 0.20306 2.97436 1.11264
H 5.02126 1.76130 2.12858
H 0.49297 -3.50718 -2.54354
C -4.96101 -1.62865 -1.02990
C 1.00798 -0.95585 -1.56516
H -5.56226 -0.79776 -0.63949
C 1.84203 2.71850 -1.10785
C 0.55508 1.95675 -0.76642
H -3.56212 -3.11392 -3.48800
H 2.42031 2.89940 -0.18916
C -2.23663 0.87600 4.09057
C 1.82293 -0.39499 -2.73686
H 3.38386 1.51111 3.94003
H -2.45137 -3.25538 -2.12211
H -4.93688 0.82307 -3.22633
H -1.28974 4.73461 0.23000
```

Computed properties:
- frontier orbital gap (alpha / beta) (eV) = 5.3 / 5.3
- LUMO level (alpha / beta) (eV) = -0.484 / -0.483
- total charge = 0

=====

No. 3
Molecular formula: C6H7FO
Method: DFT, the ωB97M-V functional and the def2-TZVPD basis

XYZ file:
```
15
C6H7FO (the ωB97M-V functional and the def2-TZVPD basis)
C 0.74720 1.06692 0.26274
C -0.05423 0.04154 -0.41826
C -0.96691 0.43521 -1.67067
H -1.31479 -0.47807 2.76133
C -0.43403 -0.48249 2.13854
H 0.40358 -0.92701 -0.35788
C -0.52893 0.49310 0.96798
O 1.14383 -2.17647 1.43454
C 0.31071 -1.58128 2.02512
F 1.99902 0.64345 0.36842
H -0.75618 1.54885 -1.82266
H 0.79604 2.11705 0.22767
H -2.03055 0.41825 -1.58106
H -0.59604 -0.01893 -2.64229
H -1.50322 0.89434 1.23739
```

Computed properties:
- relative energy (zero: lowest compared OMol25 entry of this formula, charge and spin) (kcal/mol) = 83.4
- frontier orbital gap (eV) = 8.4
- LUMO level (eV) = 0.031
- total charge = 0
- SMILES = C[C@H]1[C@H](F)[C@@H]1C=C=O

=====

No. 4
Molecular formula: C52H58BrGeN4O3PSW
Method: DFT, the ωB97M-V functional and the def2-TZVPD basis

XYZ file:
```
122
C52H58BrGeN4O3PSW (the ωB97M-V functional and the def2-TZVPD basis)
C -9.30544 1.37120 22.70669
C -13.32121 0.57981 21.55380
C -9.55829 5.59033 17.35823
C -8.80317 4.48274 17.78568
H -16.81341 7.14703 20.37502
S -12.06396 3.08351 18.22096
C -8.01774 3.65348 23.69481
H -15.98581 8.29543 24.42222
H -13.74859 7.43365 24.19307
C -9.74494 6.36109 25.69014
H -11.72621 7.11019 14.81172
C -9.74017 7.64286 15.71277
C -7.44907 2.39486 23.84404
H -11.79039 11.56860 22.05980
N -14.66330 2.91992 19.86481
C -14.38834 7.30476 23.36532
H -11.14777 -1.38863 19.00002
H -9.59097 9.15629 14.19585
H -17.57951 8.06120 22.49451
H -14.68435 -1.08307 21.52196
H -8.19426 8.60764 16.90800
H -9.07806 6.32351 21.21930
C -8.16498 5.72293 15.37911
C -7.42703 4.61554 15.82057
H -7.37202 2.03570 15.25806
C -5.94208 4.79233 13.67748
C -11.64325 9.81180 19.17403
C -11.95127 8.35486 21.04912
H -4.42681 3.04222 14.98833
C -14.10729 3.95977 22.71194
H -6.46375 2.13201 13.72628
O -10.60453 5.86898 18.09884
H -9.93397 7.42241 20.48120
H -9.59370 9.57954 16.65271
Br -9.16644 3.79471 19.52529
H -8.03600 2.92249 13.91834
H -8.11041 8.13916 14.37087
C -13.52486 2.11872 17.99094
H -7.83802 6.20665 14.48745
C -12.97396 3.25720 23.09269
H -15.32603 1.40495 18.55483
H -12.93673 5.07004 17.67885
H -5.25581 2.92988 16.53034
C -13.95059 6.87045 22.16802
H -12.69273 5.42848 24.39934
C -16.56382 7.73761 22.39597
H -11.47932 10.00512 18.11716
H -9.87200 0.50599 22.41503
C -6.37078 3.95761 14.91475
C -14.95309 3.90830 24.94285
C -14.82867 6.82562 21.07054
H -15.53213 3.46765 19.86515
H -9.67090 8.24253 17.81947
H -15.73848 4.14910 25.64653
H -12.14445 9.31261 22.94952
C -14.50480 6.39530 19.73669
C -9.26712 8.55659 16.86322
H -11.37706 5.14276 26.38483
H -11.71875 7.30056 16.56969
H -14.62912 2.33788 20.69057
C -16.14565 7.20325 21.21043
H -11.58019 8.76170 15.51041
W -11.42134 5.06069 20.00023
H -9.16805 6.27022 26.59001
H -7.06609 3.23381 17.43909
H -5.17524 4.25730 13.10749
P -12.21213 6.68061 21.79302
H -9.71806 4.76821 22.89713
C -11.81930 8.52442 19.67712
C -5.06667 3.56974 15.65879
N -14.62521 2.13807 18.74716
H -10.41682 0.81917 19.78037
C -15.67816 7.82764 23.47377
H -4.51065 4.45311 15.98627
C -9.21867 6.26528 16.10915
C -11.02356 5.78288 25.59123
O -13.41505 5.89852 17.90310
H -6.56321 2.26035 24.41441
C -9.20982 3.79812 23.01278
C -11.28826 6.70807 23.35616
H -13.90478 1.05561 22.32276
H -11.40055 11.88500 19.65486
H -9.54799 7.48360 13.56940
C -11.38099 0.42148 20.11919
H -11.93722 2.30849 24.67662
C -7.74128 4.01610 17.08084
H -14.20558 0.61568 16.79359
N -13.46868 1.27173 16.97219
C -9.29053 7.15505 24.64580
H -15.19436 6.53463 18.89744
H -12.57819 1.18707 16.48225
H -8.32603 7.65385 24.71475
C -11.97017 9.45182 21.88633
H -5.55173 5.77351 13.95757
C -11.58669 10.89508 20.03488
C -11.81374 10.71325 21.39638
C -9.19315 8.13267 14.36162
C -11.28776 7.70339 15.64170
C -11.77528 -0.82479 19.68671
C -13.75855 -0.67672 21.12298
H -13.68290 2.90831 26.39940
H -13.28043 -2.37612 19.89930
N -13.41113 5.81416 19.31008
H -14.25942 4.22142 21.65954
C -15.08812 4.30574 23.60392
C -12.82621 2.86578 24.41230
H -7.60606 0.29609 23.45637
H -6.76839 4.90460 12.96519
C -12.99159 -1.39216 20.18191
Ge -11.62225 2.91976 21.69973
C -10.05882 7.36470 23.49650
C -11.75973 5.92429 24.42148
C -7.11010 2.67450 14.41622
C -13.78103 3.20451 25.35881
C -12.15431 1.14746 21.02775
H -11.77843 7.66087 18.98346
O -9.60314 6.51276 20.42429
C -9.89425 2.64378 22.57882
C -8.06754 1.24565 23.31730
H -9.73795 8.09128 22.75266
H -7.52966 4.53141 24.09525
H -15.97303 4.76241 23.26164
```

Computed properties:
- relative energy (zero: lowest compared OMol25 entry of this formula, charge and spin) (kcal/mol) = 0.0
- frontier orbital gap (alpha / beta) (eV) = 6.8 / 5.1
- LUMO level (alpha / beta) (eV) = -8.406 / -10.005
- multiplicity = 4
- total charge = +3

=====

No. 5
Molecular formula: C22H32N5O10
Method: DFT, the ωB97M-V functional and the def2-TZVPD basis

XYZ file:
```
69
C22H32N5O10 (the ωB97M-V functional and the def2-TZVPD basis)
C 3.48564 3.79517 -1.37319
C 2.87564 -0.40983 4.94381
C -0.04236 -4.94383 -1.28519
C 0.25764 2.73317 1.39881
C 0.30164 -7.14383 -0.52619
H 3.24364 2.35817 2.84181
H 1.01964 -0.99383 -3.61719
H 3.14964 4.84217 -4.05319
C -2.03936 2.61417 0.44881
C -1.36336 4.64317 1.88781
O -3.07136 3.16317 0.23581
H 0.78264 3.45617 -1.90819
C 2.19364 -1.10683 2.58181
H -4.71636 2.20717 -2.53119
O 0.36964 -0.29783 -0.86819
H -2.61836 0.94217 -3.39019
O 2.09164 -3.78383 3.66881
C 3.06764 1.29217 3.10981
H 4.50664 4.21617 -1.64419
H 1.77564 -1.85983 1.75281
N 2.69564 3.48817 -2.46119
C -3.27436 0.52417 -2.55319
H -5.70836 -1.55783 -0.17319
N 1.90764 -2.84383 4.31381
C 1.41064 2.84217 -2.27219
H -0.86236 4.65917 2.67081
O 0.59764 -0.57883 -2.96619
C -3.86636 -1.55783 -1.26719
H 0.05564 -3.76883 -1.08719
C 2.52264 0.35417 2.02981
H -0.81336 5.40417 1.32981
H 0.39264 -5.19983 1.64681
C 0.91764 -0.98383 -1.76719
H 2.91564 -0.73283 5.88881
H 3.51464 1.85917 4.94181
H -3.43736 -2.48383 -0.82519
H -0.50836 -7.58283 -1.23819
H 1.43064 2.07817 -1.35219
O -7.38236 0.48517 0.15581
O 1.15864 -2.99283 5.40281
O 3.07964 3.62417 -0.19419
O -7.25836 2.17617 -1.22519
H 1.88464 -6.09583 0.88781
C 3.10964 3.82117 -3.79819
C -5.52636 0.38917 -1.30819
H 1.56464 -4.27283 0.52681
C 2.28964 -1.50083 4.01381
C 3.27664 1.02917 4.40281
H 2.44964 3.26417 -4.62819
C -4.54036 1.23517 -2.07319
H 2.32864 0.67017 0.99081
H 1.03164 3.49217 1.08181
H 0.29364 2.37417 2.48981
H -1.98036 -1.23083 -1.99519
C -2.89436 -0.66183 -1.93219
N 0.42064 -5.71683 -0.29519
C -5.16636 -0.99783 -0.81319
C 1.08564 -5.31483 0.79881
H -2.51236 4.69117 1.71681
H 1.19864 -7.59283 -0.76919
N -1.10936 3.35217 1.19281
O -0.64536 -5.22083 -2.36019
O 1.68064 -1.83583 -1.53419
H 0.24664 2.08417 0.66181
H 0.96964 2.36417 -3.27719
H -1.66536 1.65617 -0.08619
H 4.16064 3.60217 -4.08119
H 0.12364 -7.54383 0.40781
N -6.83236 1.02417 -0.89119
```

Computed properties:
- relative energy (zero: lowest compared OMol25 entry of this formula, charge and spin) (kcal/mol) = 17.4
- frontier orbital gap (eV) = 6.4
- LUMO level (eV) = 1.387
- total charge = -1

=====

No. 6
Molecular formula: C11H3Cl5N2O4Sc
Method: DFT, the ωB97M-V functional and the def2-TZVPD basis

XYZ file:
```
26
C11H3Cl5N2O4Sc (the ωB97M-V functional and the def2-TZVPD basis)
Cl 3.10060 4.70800 -0.00205
C 4.68418 2.49035 -0.00061
C -2.20070 -1.30087 0.00117
N -2.85234 0.73287 0.00067
H -2.77666 1.73845 0.00040
C 4.89320 1.09844 0.00021
C -1.16993 -2.38110 0.00195
H -3.20726 -3.76533 -0.00824
Cl 6.01829 3.55324 -0.00111
Cl 4.02034 -1.46930 0.00163
C -3.59216 -1.33907 0.00122
C 3.39134 3.02799 -0.00104
O -1.42755 -3.55045 0.00315
O -5.77510 -2.14477 0.00114
C -3.96696 -0.00155 0.00118
O -4.18273 -3.69102 -0.00515
C 2.36285 2.10230 -0.00058
C 3.79779 0.23635 0.00062
Cl 0.64778 2.67184 -0.00108
H -4.94844 0.44297 0.00124
C -4.61587 -2.44172 0.00135
Sc 0.49521 -0.02628 0.00056
N -1.74646 -0.03415 0.00073
O 0.06737 -1.87751 0.00175
Cl 6.48565 0.48425 0.00070
C 2.49757 0.73606 0.00023
```

Computed properties:
- frontier orbital gap (eV) = 7.3
- LUMO level (eV) = -5.289
- total charge = +1

=====

Q: Number 4 is which compound?
A: C52H58BrGeN4O3PSW